[1]
This record from the OMol25 dataset describes a molecular structure, C6H20ClGaI2OP2 in a non-equilibrium geometry. The level of theory is ωB97M-V with the def2-TZVPD basis set.

As for the total charge: +2. The value obtained for the relative energy (zero: lowest compared OMol25 entry of this formula, charge and spin) is 6.660 eV.

Positions of all 33 atoms, in Å:
I: -0.686 2.409 2.144
I: -0.729 -2.260 2.291
Ga: 0.159 -0.098 -2.100
P: -2.226 -0.015 -0.279
C: -3.123 0.051 1.297
C: -3.111 1.305 -1.197
H: -4.195 1.062 -1.254
H: -4.189 -1.174 -1.163
H: -2.698 1.370 -2.232
H: -2.691 -1.548 -2.115
H: -2.836 0.961 1.857
H: -2.937 2.267 -0.694
C: -3.104 -1.406 -1.089
H: -4.199 0.048 1.172
H: -2.922 -2.324 -0.511
H: -2.842 -0.813 1.929
P: 2.213 -0.007 -0.266
C: 3.032 0.072 1.370
C: 3.182 -1.399 -1.021
H: 2.782 1.444 -2.168
H: 4.241 1.122 -1.176
H: 2.982 2.287 -0.602
C: 3.159 1.336 -1.127
H: 2.813 -1.585 -2.056
H: 4.262 -1.176 -1.076
H: 4.132 0.070 1.350
H: 2.694 -0.764 2.002
H: 3.008 -2.313 -0.431
H: 2.697 0.972 1.910
Cl: 0.044 -0.188 -4.298
O: 0.608 0.105 3.565
H: 0.250 0.852 2.932
H: 0.230 -0.662 3.038

[2]
This record from the OMol25 dataset describes a molecular structure, C6H20HfN10O8 in a non-equilibrium geometry. The level of theory is ωB97M-V with the def2-TZVPD basis set.

The calculation puts the energy at -39114.521 eV. As for the total charge: +2.

Positions of all 45 atoms, in Å:
Hf: -28.032 -3.195 19.359
C: -27.712 -1.055 21.029
O: -28.065 -2.169 21.596
O: -26.685 -1.493 20.406
O: -28.535 -0.943 20.058
C: -29.366 -1.112 16.900
O: -28.930 -2.189 17.402
N: -29.590 -0.924 15.609
N: -29.612 -0.067 17.679
H: -29.738 0.025 15.306
H: -29.719 -1.708 14.988
H: -30.335 0.568 17.374
H: -29.319 -0.021 18.642
C: -24.861 -4.289 20.572
O: -25.849 -4.162 19.829
N: -23.613 -3.896 20.219
N: -24.797 -4.752 21.836
H: -22.930 -3.863 20.953
H: -23.684 -3.153 19.536
H: -25.670 -4.894 22.324
H: -23.923 -4.882 22.312
C: -31.977 -0.075 21.788
O: -32.959 0.415 22.289
N: -31.384 -1.238 22.183
N: -31.365 0.426 20.679
H: -30.477 -1.599 21.941
H: -31.785 -1.685 22.994
H: -30.467 0.086 20.392
H: -31.760 1.303 20.377
C: -23.012 -0.340 20.767
O: -21.789 -0.235 20.886
N: -23.883 -0.016 21.757
N: -23.621 -0.707 19.660
H: -23.525 0.005 22.698
H: -24.778 -0.447 21.590
H: -24.559 -0.410 19.456
H: -23.007 -1.106 18.966
C: -29.387 -4.204 24.253
O: -29.654 -4.924 25.198
N: -30.174 -3.923 23.209
N: -28.209 -3.555 24.213
H: -31.153 -4.164 23.230
H: -29.900 -3.200 22.566
H: -27.912 -2.933 23.482
H: -27.589 -3.643 25.001

Repeat the first record exactly.
This record from the OMol25 dataset describes a molecular structure, C6H20ClGaI2OP2 in a non-equilibrium geometry. The level of theory is ωB97M-V with the def2-TZVPD basis set.

As for the total charge: +2. The value obtained for the relative energy (zero: lowest compared OMol25 entry of this formula, charge and spin) is 6.660 eV.

Positions of all 33 atoms, in Å:
I: -0.686 2.409 2.144
I: -0.729 -2.260 2.291
Ga: 0.159 -0.098 -2.100
P: -2.226 -0.015 -0.279
C: -3.123 0.051 1.297
C: -3.111 1.305 -1.197
H: -4.195 1.062 -1.254
H: -4.189 -1.174 -1.163
H: -2.698 1.370 -2.232
H: -2.691 -1.548 -2.115
H: -2.836 0.961 1.857
H: -2.937 2.267 -0.694
C: -3.104 -1.406 -1.089
H: -4.199 0.048 1.172
H: -2.922 -2.324 -0.511
H: -2.842 -0.813 1.929
P: 2.213 -0.007 -0.266
C: 3.032 0.072 1.370
C: 3.182 -1.399 -1.021
H: 2.782 1.444 -2.168
H: 4.241 1.122 -1.176
H: 2.982 2.287 -0.602
C: 3.159 1.336 -1.127
H: 2.813 -1.585 -2.056
H: 4.262 -1.176 -1.076
H: 4.132 0.070 1.350
H: 2.694 -0.764 2.002
H: 3.008 -2.313 -0.431
H: 2.697 0.972 1.910
Cl: 0.044 -0.188 -4.298
O: 0.608 0.105 3.565
H: 0.250 0.852 2.932
H: 0.230 -0.662 3.038